(1)
{
  "formula": "C47H59N3O3S",
  "method": "ωB97M-V with the def2-TZVPD basis set",
  "smiles": "C#CC[C@@H](N=C=S)OC[C@](C)(N=C(C)C)O[C@@H](CNC)OCCC.c1ccccc1.c1ccccc1.c1ccccc1.c1ccccc1.c1ccccc1",
  "charge": 0,
  "orbital_gap_ev": 8.15,
  "elements": ["C", "C", "C", "C", "N", "C", "S", "O", "C", "C", "C", "N", "C", "C", "C", "O", "C", "C", "N", "C", "O", "C", "C", "C", "H", "H", "H", "H", "H", "H", "H", "H", "H", "H", "H", "H", "H", "H", "H", "H", "H", "H", "H", "H", "H", "H", "H", "H", "H", "H", "H", "H", "H", "C", "C", "C", "C", "C", "C", "H", "H", "H", "H", "H", "H", "C", "C", "C", "C", "C", "C", "H", "H", "H", "H", "H", "H", "C", "C", "C", "C", "C", "C", "H", "H", "H", "H", "H", "H", "C", "C", "C", "C", "C", "C", "H", "H", "H", "H", "H", "H", "C", "C", "C", "C", "C", "C", "H", "H", "H", "H", "H", "H"],
  "positions_angstrom": [[-4.49, 0.57, -4.08], [-3.42, 0.92, -4.51], [-1.98, 1.21, -4.67], [-1.47, 2.22, -3.63], [-2.24, 2.17, -2.33], [-2.03, 1.19, -1.67], [-2.12, -0.19, -0.93], [-0.10, 2.11, -3.44], [0.47, 3.21, -2.73], [1.55, 2.78, -1.70], [1.31, 1.35, -1.14], [1.40, 3.75, -0.60], [2.43, 4.04, 0.08], [3.23, 5.31, -0.13], [2.94, 3.17, 1.25], [2.85, 2.96, -2.26], [3.20, 1.97, -3.19], [4.04, 2.64, -4.30], [3.93, 1.92, -5.58], [5.03, 0.97, -5.75], [3.96, 0.91, -2.64], [4.92, 1.32, -1.67], [6.16, 0.41, -1.83], [6.40, -0.55, -0.62], [-5.44, 0.20, -3.79], [-1.88, 1.68, -5.65], [-1.43, 0.27, -4.68], [-1.67, 3.22, -4.03], [0.99, 3.84, -3.47], [-0.28, 3.85, -2.27], [2.24, 0.89, -0.82], [0.69, 1.45, -0.25], [0.84, 0.66, -1.84], [3.14, 5.68, -1.15], [2.98, 6.07, 0.63], [4.28, 5.05, 0.04], [2.31, 3.36, 2.12], [3.96, 3.47, 1.53], [2.97, 2.11, 0.99], [2.35, 1.51, -3.70], [3.74, 3.68, -4.46], [5.10, 2.67, -3.98], [4.01, 2.61, -6.31], [6.01, 1.42, -5.52], [5.08, 0.63, -6.79], [4.86, 0.12, -5.08], [5.26, 2.35, -1.81], [4.49, 1.14, -0.68], [7.06, 1.03, -1.91], [6.09, -0.12, -2.78], [5.80, -0.24, 0.24], [6.12, -1.57, -0.88], [7.45, -0.48, -0.32], [-2.52, -4.15, 0.14], [-3.63, -3.41, -0.21], [-4.90, -3.97, -0.11], [-5.05, -5.27, 0.34], [-3.93, -6.02, 0.69], [-2.66, -5.46, 0.59], [-1.53, -3.71, 0.07], [-3.52, -2.39, -0.56], [-5.77, -3.39, -0.38], [-6.04, -5.71, 0.43], [-4.04, -7.04, 1.03], [-1.79, -6.04, 0.86], [-1.28, -0.36, 4.94], [-1.66, -0.66, 3.64], [-1.12, 0.04, 2.57], [-0.20, 1.05, 2.81], [0.18, 1.36, 4.10], [-0.35, 0.65, 5.17], [-1.69, -0.91, 5.77], [-2.39, -1.45, 3.46], [-1.42, -0.19, 1.56], [0.22, 1.60, 1.97], [0.90, 2.15, 4.28], [-0.05, 0.89, 6.18], [-9.32, 3.72, -2.46], [-7.94, 3.74, -2.35], [-7.17, 2.99, -3.24], [-7.78, 2.23, -4.22], [-9.17, 2.21, -4.32], [-9.94, 2.96, -3.44], [-9.92, 4.31, -1.77], [-7.46, 4.33, -1.58], [-6.09, 3.00, -3.16], [-7.18, 1.65, -4.91], [-9.65, 1.61, -5.09], [-11.02, 2.95, -3.52], [5.30, -0.43, 5.87], [5.74, -0.25, 4.57], [4.83, -0.04, 3.55], [3.47, -0.01, 3.83], [3.02, -0.19, 5.13], [3.94, -0.40, 6.15], [6.01, -0.58, 6.67], [6.80, -0.28, 4.35], [5.17, 0.10, 2.53], [2.75, 0.15, 3.03], [1.96, -0.18, 5.34], [3.59, -0.54, 7.17], [-0.38, -7.42, 5.32], [-1.44, -8.29, 5.17], [-2.63, -7.84, 4.62], [-2.76, -6.52, 4.21], [-1.69, -5.64, 4.37], [-0.50, -6.09, 4.92], [0.55, -7.77, 5.75], [-1.35, -9.32, 5.49], [-3.47, -8.52, 4.50], [-3.68, -6.17, 3.77], [-1.79, -4.61, 4.06], [0.33, -5.41, 5.04]],
  "lowdin_charge": [0.111, -0.123, -0.117, -0.360, 0.129, -0.732, 0.818, -0.101, -0.091, -0.450, 0.009, 0.114, -0.341, -0.020, -0.017, -0.041, -0.354, -0.145, -0.105, -0.129, -0.095, -0.188, -0.194, -0.090, 0.033, 0.121, 0.132, 0.150, 0.140, 0.125, 0.075, 0.063, 0.075, 0.079, 0.090, 0.077, 0.085, 0.073, 0.058, 0.160, 0.126, 0.113, 0.093, 0.077, 0.075, 0.071, 0.120, 0.097, 0.099, 0.100, 0.042, 0.072, 0.067, -0.091, -0.107, -0.092, -0.096, -0.108, -0.100, 0.100, 0.019, 0.101, 0.099, 0.100, 0.103, -0.090, -0.086, -0.092, -0.087, -0.114, -0.119, 0.101, 0.099, 0.014, 0.081, 0.103, 0.105, -0.099, -0.095, -0.097, -0.105, -0.098, -0.100, 0.099, 0.100, 0.092, 0.088, 0.099, 0.099, -0.098, -0.097, -0.092, -0.086, -0.085, -0.089, 0.099, 0.100, 0.081, 0.091, 0.070, 0.101, -0.099, -0.100, -0.097, -0.103, -0.096, -0.095, 0.099, 0.099, 0.099, 0.096, 0.097, 0.100]
}



(2)
{
  "formula": "C47H60BClF2N5O2Tm",
  "method": "ωB97M-V with the def2-TZVPD basis set",
  "charge": 0,
  "orbital_gap_ev": [6.31, 6.31],
  "spin_multiplicity": 3,
  "elements": ["Tm", "C", "C", "C", "C", "C", "C", "C", "N", "N", "C", "C", "C", "C", "C", "C", "N", "C", "C", "C", "C", "C", "C", "N", "H", "H", "H", "H", "H", "H", "H", "H", "H", "H", "H", "H", "H", "H", "H", "H", "H", "H", "H", "H", "C", "C", "C", "C", "C", "C", "C", "N", "C", "C", "C", "C", "C", "C", "O", "C", "C", "C", "C", "C", "C", "C", "C", "C", "O", "C", "C", "C", "C", "C", "C", "H", "H", "H", "H", "H", "H", "H", "H", "H", "H", "H", "H", "H", "H", "H", "H", "H", "H", "H", "H", "H", "H", "H", "H", "H", "H", "H", "H", "H", "H", "H", "H", "H", "H", "H", "H", "H", "H", "H", "H", "Cl", "F", "B", "F"],
  "positions_angstrom": [[-0.70, 0.17, 0.02], [-3.74, -1.43, 0.29], [-3.00, -2.66, -0.28], [-2.39, -2.44, -1.64], [-3.13, -2.63, -2.79], [-2.53, -2.47, -4.02], [-1.17, -2.19, -4.06], [-0.50, -2.04, -2.86], [-1.09, -2.12, -1.66], [-2.96, -0.75, 1.34], [-2.75, -1.62, 2.49], [-1.52, -1.24, 3.29], [-1.34, -1.76, 4.56], [-0.18, -1.44, 5.25], [0.73, -0.59, 4.65], [0.46, -0.11, 3.38], [-0.64, -0.42, 2.70], [-3.69, 0.43, 1.83], [-3.59, 1.67, 0.98], [-4.70, 2.46, 0.75], [-4.53, 3.68, 0.11], [-3.26, 4.04, -0.30], [-2.21, 3.17, -0.06], [-2.37, 2.00, 0.57], [-4.71, -1.74, 0.70], [-3.92, -0.71, -0.50], [-3.69, -3.50, -0.34], [-2.18, -2.95, 0.38], [-4.18, -2.90, -2.72], [-3.10, -2.60, -4.93], [-0.64, -2.09, -4.99], [0.57, -1.87, -2.86], [-2.61, -2.65, 2.16], [-3.63, -1.62, 3.15], [-2.08, -2.42, 4.98], [-0.01, -1.84, 6.24], [1.65, -0.31, 5.16], [1.14, 0.57, 2.88], [-3.25, 0.70, 2.79], [-4.74, 0.18, 2.00], [-5.68, 2.14, 1.08], [-5.38, 4.33, -0.07], [-3.08, 4.98, -0.80], [-1.20, 3.41, -0.36], [5.68, -0.23, -4.99], [4.38, -1.02, -4.79], [3.43, -0.67, -5.94], [4.69, -2.53, -4.88], [3.76, -0.73, -3.43], [2.50, -0.17, -3.30], [1.87, -0.06, -2.04], [0.63, 0.43, -1.78], [-0.05, 1.28, -2.65], [0.57, 2.20, -3.48], [-0.17, 3.01, -4.34], [-1.54, 2.83, -4.36], [-2.23, 1.96, -3.50], [-1.48, 1.23, -2.55], [-1.99, 0.49, -1.56], [-3.74, 1.82, -3.76], [-4.42, 3.20, -3.79], [-3.90, 1.16, -5.14], [-4.49, 0.95, -2.75], [0.54, 4.10, -5.15], [0.94, 5.22, -4.17], [1.79, 3.55, -5.83], [-0.37, 4.70, -6.23], [2.55, -0.68, -0.97], [1.70, -0.98, 0.14], [3.87, -1.10, -1.02], [4.47, -1.09, -2.28], [4.66, -1.43, 0.25], [4.59, -0.20, 1.18], [4.12, -2.66, 1.00], [6.13, -1.71, -0.06], [6.14, -0.50, -5.94], [5.47, 0.85, -5.00], [6.39, -0.42, -4.19], [3.88, -0.96, -6.89], [2.48, -1.22, -5.84], [3.21, 0.40, -5.98], [5.04, -2.78, -5.88], [5.45, -2.82, -4.16], [3.79, -3.11, -4.67], [1.95, 0.19, -4.16], [1.65, 2.28, -3.44], [-2.13, 3.39, -5.07], [-4.06, 3.82, -4.61], [-5.50, 3.08, -3.91], [-4.23, 3.73, -2.86], [-3.45, 1.76, -5.93], [-3.42, 0.18, -5.14], [-4.96, 1.02, -5.37], [-4.44, 1.38, -1.75], [-5.54, 0.89, -3.05], [-4.08, -0.05, -2.72], [1.59, 4.82, -3.39], [1.48, 6.02, -4.69], [0.06, 5.64, -3.69], [2.53, 3.20, -5.11], [1.53, 2.71, -6.49], [2.26, 4.33, -6.44], [-1.22, 5.22, -5.79], [0.19, 5.42, -6.82], [-0.74, 3.92, -6.90], [5.50, -1.40, -2.37], [3.56, 0.06, 1.41], [5.13, -0.39, 2.11], [5.05, 0.66, 0.69], [3.17, -2.46, 1.49], [3.99, -3.51, 0.32], [4.83, -2.96, 1.77], [6.59, -0.89, -0.60], [6.67, -1.84, 0.88], [6.25, -2.63, -0.64], [0.71, 2.01, 0.96], [1.51, -3.27, -0.53], [1.18, -2.21, 0.19], [0.16, -2.41, 1.05]],
  "lowdin_spin": [2.006, 0.000, 0.000, 0.000, 0.000, 0.000, 0.000, 0.000, -0.001, -0.001, 0.000, 0.000, 0.000, 0.000, 0.000, 0.000, -0.001, 0.000, 0.000, 0.000, 0.000, 0.000, 0.000, -0.001, 0.000, 0.000, 0.000, 0.000, 0.000, 0.000, 0.000, 0.000, 0.000, 0.000, 0.000, 0.000, 0.000, 0.000, 0.000, 0.000, 0.000, 0.000, 0.000, 0.000, 0.000, 0.000, 0.000, 0.000, 0.000, 0.000, 0.000, -0.002, 0.000, 0.000, 0.000, 0.000, 0.000, 0.000, 0.000, 0.000, 0.000, 0.000, 0.000, 0.000, 0.000, 0.000, 0.000, 0.000, 0.000, 0.000, 0.000, 0.000, 0.000, 0.000, 0.000, 0.000, 0.000, 0.000, 0.000, 0.000, 0.000, 0.000, 0.000, 0.000, 0.000, 0.000, 0.000, 0.000, 0.000, 0.000, 0.000, 0.000, 0.000, 0.000, 0.000, 0.000, 0.000, 0.000, 0.000, 0.000, 0.000, 0.000, 0.000, 0.000, 0.000, 0.000, 0.000, 0.000, 0.000, 0.000, 0.000, 0.000, 0.000, 0.000, 0.000, -0.002, 0.000, 0.000, 0.000]
}



Number 1: calculated total energy -71137.731 eV. Number 2: calculated total energy -109433.322 eV.